{
  "formula": "C23H31N2O4ReS",
  "method": "wB97M-V/def2-TZVPD",
  "homo_energy_ev": [-10.39, -10.70],
  "charge": 1,
  "spin_multiplicity": 2,
  "mol_weight_g_mol": 617.79,
  "e_above_lowest_kcal_mol": 0.00,
  "s_squared": 0.755,
  "largest_force_ha_per_bohr": 0.0434,
  "elements": ["Re", "C", "C", "C", "C", "C", "C", "C", "C", "C", "C", "H", "H", "H", "H", "H", "H", "H", "H", "H", "H", "H", "H", "H", "H", "O", "C", "N", "C", "C", "C", "N", "C", "C", "O", "H", "H", "H", "H", "H", "H", "H", "H", "H", "H", "H", "H", "O", "C", "O", "C", "C", "C", "C", "S", "C", "C", "H", "H", "H", "H", "H"],
  "coordinates": [[0.24, 0.03, 0.95], [0.05, -2.98, -1.55], [-0.18, -3.30, -0.07], [-1.25, -4.39, 0.09], [-0.60, -2.11, 0.77], [-1.58, -1.19, 0.29], [-2.03, -0.13, 1.12], [-1.47, 0.12, 2.40], [-1.92, 1.27, 3.25], [-0.45, -0.79, 2.84], [-0.07, -1.92, 2.06], [0.46, -3.86, -2.05], [0.74, -2.15, -1.68], [-0.89, -2.74, -2.05], [0.75, -3.68, 0.35], [-2.20, -4.06, -0.32], [-1.41, -4.65, 1.14], [-0.95, -5.29, -0.45], [-2.00, -1.31, -0.70], [-2.73, 0.59, 0.72], [-2.76, 0.97, 3.88], [-2.25, 2.11, 2.64], [-1.11, 1.60, 3.90], [0.05, -0.62, 3.78], [0.70, -2.59, 2.41], [-0.13, 1.89, -0.33], [4.01, -1.04, -1.51], [3.16, -0.10, -2.23], [3.71, 0.48, -3.45], [2.58, 0.94, -4.34], [1.74, 1.92, -3.54], [1.33, 1.31, -2.27], [0.31, 2.16, -1.64], [2.03, 0.37, -1.65], [1.56, -0.27, -0.65], [4.40, -1.78, -2.22], [3.44, -1.55, -0.75], [4.86, -0.53, -1.05], [4.28, -0.31, -3.95], [4.40, 1.29, -3.23], [1.97, 0.09, -4.65], [2.97, 1.42, -5.23], [0.85, 2.23, -4.07], [2.33, 2.83, -3.34], [-0.61, 2.14, -2.21], [0.70, 3.19, -1.59], [0.34, 2.56, 0.24], [5.31, 5.15, -2.02], [3.99, 4.98, -1.82], [3.18, 5.51, -2.53], [3.59, 4.07, -0.71], [2.46, 4.39, 0.04], [2.00, 3.51, 1.01], [2.62, 2.27, 1.21], [1.90, 1.06, 2.28], [3.78, 1.98, 0.49], [4.26, 2.88, -0.45], [5.82, 4.78, -1.29], [1.95, 5.32, -0.15], [1.13, 3.77, 1.62], [4.28, 1.04, 0.67], [5.15, 2.62, -1.02]],
  "lowdin_spin": [0.6044, 0.0005, 0.0014, 0.0012, 0.0265, 0.0107, 0.0300, 0.0459, 0.0050, 0.0147, 0.0543, 0.0001, 0.0001, 0.0000, 0.0002, 0.0001, 0.0000, 0.0002, -0.0006, 0.0010, 0.0022, 0.0015, 0.0001, -0.0010, 0.0021, 0.0114, 0.0001, 0.0018, 0.0004, 0.0000, 0.0000, 0.0009, 0.0011, 0.0033, 0.0215, 0.0000, 0.0000, 0.0000, 0.0001, 0.0000, 0.0000, 0.0000, 0.0000, 0.0000, 0.0000, 0.0007, -0.0002, 0.0000, -0.0001, -0.0002, -0.0009, 0.0005, 0.0029, 0.0168, 0.1321, 0.0041, 0.0006, 0.0000, 0.0001, 0.0009, 0.0016, 0.0001]
}

---

{
  "formula": "C23H32Cl2IrN3O3Si",
  "method": "wB97M-V/def2-TZVPD",
  "homo_energy_ev": [-5.05, -8.57],
  "spin_multiplicity": 5,
  "mol_weight_g_mol": 689.74,
  "e_above_lowest_kcal_mol": 0.00,
  "s_squared": 6.039,
  "largest_force_ha_per_bohr": 0.0634,
  "elements": ["Ir", "O", "C", "N", "C", "C", "C", "C", "C", "C", "N", "C", "C", "C", "C", "C", "N", "H", "H", "H", "H", "H", "H", "H", "H", "H", "H", "C", "Si", "C", "C", "C", "C", "C", "C", "C", "C", "H", "H", "H", "H", "H", "H", "H", "H", "H", "H", "H", "H", "H", "H", "H", "H", "H", "H", "H", "H", "H", "Cl", "C", "Cl", "C", "O", "O", "H"],
  "coordinates": [[8.50, -13.75, 5.56], [7.10, -17.15, 3.90], [7.76, -16.17, 4.21], [7.71, -15.54, 5.42], [7.25, -16.24, 6.62], [7.38, -15.29, 7.78], [7.18, -15.69, 9.12], [6.86, -14.70, 10.02], [6.82, -13.37, 9.55], [7.08, -13.08, 8.22], [7.63, -14.02, 7.43], [8.68, -15.54, 3.30], [8.86, -15.93, 1.98], [9.75, -15.18, 1.19], [10.52, -14.19, 1.80], [10.35, -13.88, 3.15], [9.35, -14.46, 3.81], [7.88, -17.13, 6.78], [6.20, -16.59, 6.46], [7.36, -16.74, 9.35], [6.53, -14.89, 11.03], [6.47, -12.60, 10.20], [6.89, -12.13, 7.69], [8.25, -16.77, 1.61], [9.89, -15.46, 0.17], [11.20, -13.55, 1.24], [10.95, -13.20, 3.75], [9.02, -10.82, 3.07], [7.86, -11.38, 4.48], [6.09, -11.68, 3.44], [6.18, -13.13, 3.00], [4.94, -11.47, 4.40], [6.06, -10.74, 2.24], [7.72, -9.65, 5.50], [7.32, -10.01, 6.89], [6.85, -8.56, 4.94], [9.20, -9.17, 5.59], [8.99, -9.72, 2.91], [10.02, -11.09, 3.38], [8.77, -11.39, 2.17], [6.04, -13.80, 3.86], [7.20, -13.42, 2.63], [5.47, -13.40, 2.23], [5.16, -11.88, 5.38], [4.02, -11.92, 3.99], [4.80, -10.37, 4.45], [6.81, -11.18, 1.54], [6.38, -9.71, 2.45], [5.06, -10.74, 1.80], [6.31, -10.42, 6.96], [7.35, -9.11, 7.54], [8.04, -10.75, 7.35], [5.84, -8.98, 4.84], [7.22, -8.18, 3.96], [6.78, -7.68, 5.63], [9.88, -10.03, 5.89], [9.32, -8.40, 6.38], [9.48, -8.79, 4.60], [13.16, -11.31, 7.64], [12.33, -12.86, 7.41], [13.09, -13.78, 6.11], [10.81, -12.66, 7.25], [10.18, -12.44, 8.31], [10.35, -12.67, 6.01], [12.54, -13.45, 8.30]],
  "lowdin_spin": [1.7967, 0.0748, 0.0341, 0.1419, 0.0668, 0.2540, 0.0056, 0.2085, 0.0480, 0.1502, 0.3544, 0.0100, 0.0036, 0.0024, 0.0054, 0.0113, 0.0458, 0.0108, 0.0185, -0.0024, 0.0145, 0.0001, 0.0164, 0.0005, 0.0001, 0.0006, 0.0004, 0.0348, 0.2600, 0.0540, 0.0135, 0.0044, 0.0129, 0.0500, 0.0103, 0.0116, 0.0019, 0.0048, 0.0019, -0.0001, 0.0065, 0.0014, 0.0000, 0.0025, 0.0009, 0.0001, 0.0002, 0.0012, 0.0041, 0.0015, -0.0002, 0.0044, 0.0007, 0.0003, 0.0037, 0.0008, 0.0004, 0.0002, 0.0006, 0.0057, 0.0008, 0.0178, 0.0188, 0.1938, 0.0006]
}